Molecular formula: C5H5NO2
Method: DFT, ωB97M-V/def2-TZVPD

Structure (XYZ):
```
13
Properties=species:S:1:pos:R:3
C 1.342 -1.346 0.183
C 0.288 -0.482 0.171
C 0.178 0.479 -0.878
C -1.024 1.380 -0.914
C -0.673 -0.445 1.295
H 1.217 -2.347 0.828
H 1.549 -1.752 -0.961
H 2.435 -0.562 0.561
H 1.070 0.724 -1.525
H -1.868 1.231 1.015
N -1.039 0.134 2.384
O -2.191 1.077 -0.235
O -1.284 1.910 -1.925
```

Values from the calculation:
- Kohn-Sham gap (eV) = 8.605
- spin multiplicity = 1
- strongest force on any atom (eV Å⁻¹) = 10.33

natural (NBO) population analysis, charges in e, atoms 1 to 4: atom 1 (C): -0.6389, atom 2 (C): -0.1467, atom 3 (C): -0.2136, atom 4 (C): 0.6972